1.
A single FHO3 molecule at a distorted geometry. Source: the Open Molecules 2025 dataset; level of theory: ωB97M-V/def2-TZVPD.

Properties
* energy above the lowest of the compared OMol25 structures with the same formula, charge and spin: 0.000 eV
* SMILES: OOOF
* molecular weight: 68.0 g mol⁻¹
* HOMO: -0.4321 Ha
* E: -325.8723 Eh
* Kohn-Sham gap: 12.24 eV

```
! wB97M-V def2-TZVPD RIJCOSX def2/J DEFGRID3
* xyz 0 1
F 0.308 0.910 1.463
O 0.057 -0.312 -1.134
O 0.280 -0.494 1.179
H -0.116 0.524 -1.550
O -0.530 -0.628 0.042
*
```



2.
A molecular structure, FHO4 at a distorted geometry. Source: the Open Molecules 2025 dataset; level of theory: ωB97M-V/def2-TZVPD.

Properties
* energy above the lowest of the compared OMol25 structures with the same formula, charge and spin: 0.694 eV
* molecular weight: 84.0 g mol⁻¹
* HOMO (alpha / beta): -0.4057 / -0.4204 Ha
* E: -401.0175 Eh
* Kohn-Sham gap (alpha / beta): 9.42 / 9.95 eV

```
! wB97M-V def2-TZVPD RIJCOSX def2/J DEFGRID3
* xyz 0 1
H 1.177 0.582 -0.303
F -1.163 1.478 -0.018
O -0.900 -0.042 0.515
O -1.692 -0.772 0.133
O 0.858 -0.245 -0.488
O 1.719 -1.000 0.159
*
```



3.
A molecular structure, FLi at a distorted geometry. Source: the Open Molecules 2025 dataset; level of theory: ωB97M-V/def2-TZVPD.

Properties
* energy above the lowest of the compared OMol25 structures with the same formula, charge and spin: 0.283 eV
* molecular weight: 25.9 g mol⁻¹
* HOMO: -0.3653 Ha
* E: -107.4272 Eh
* Kohn-Sham gap: 9.06 eV

```
! wB97M-V def2-TZVPD RIJCOSX def2/J DEFGRID3
* xyz 0 1
F -11.721 11.326 21.687
Li -11.680 12.694 22.869
*
```



4.
A single FNO2 molecule at a distorted geometry. Source: the Open Molecules 2025 dataset; level of theory: ωB97M-V/def2-TZVPD.

Properties
* energy above the lowest of the compared OMol25 structures with the same formula, charge and spin: 0.000 eV
* SMILES: O=[N+]([O-])F
* molecular weight: 65.0 g mol⁻¹
* HOMO: -0.4818 Ha
* E: -304.9490 Eh
* Kohn-Sham gap: 12.93 eV

```
! wB97M-V def2-TZVPD RIJCOSX def2/J DEFGRID3
* xyz 0 1
O 0.583 1.081 0.000
N 0.193 0.019 -0.001
O 0.563 -1.091 0.000
F -1.339 -0.009 0.000
*
```



5.
2 unconnected molecules or ions with the total composition FNO3 at a distorted geometry. Source: the Open Molecules 2025 dataset; level of theory: ωB97M-V/def2-TZVPD.

Properties
* energy above the lowest of the compared OMol25 structures with the same formula, charge and spin: 1.296 eV
* molecular weight: 81.0 g mol⁻¹
* HOMO (alpha / beta): -0.4273 / -0.4276 Ha
* E: -380.0258 Eh
* Kohn-Sham gap (alpha / beta): 9.03 / 9.03 eV

```
! wB97M-V def2-TZVPD RIJCOSX def2/J DEFGRID3
* xyz 0 1
F -2.188 -0.009 -0.257
O 1.103 -1.060 -0.274
O 1.356 1.040 -0.001
N 0.764 0.036 -0.051
O -1.035 -0.007 0.582
*
```



6.
2 unconnected molecules or ions with the total composition FNO4S at a distorted geometry. Source: the Open Molecules 2025 dataset; level of theory: ωB97M-V/def2-TZVPD.

Properties
* energy above the lowest of the compared OMol25 structures with the same formula, charge and spin: 1.346 eV
* molecular weight: 129.1 g mol⁻¹
* HOMO: -0.4385 Ha
* E: -853.6089 Eh
* Kohn-Sham gap: 10.90 eV

```
! wB97M-V def2-TZVPD RIJCOSX def2/J DEFGRID3
* xyz 0 1
S 0.984 -0.306 2.552
O 2.097 0.599 2.555
O -0.291 0.987 -2.187
N -1.090 0.282 -1.771
F -1.175 0.443 -0.219
O 1.195 -1.572 1.907
O -1.849 -0.500 -2.117
*
```



The highest E belongs to which entry?
FLi



Please write out number 3 again, unchanged.
A molecular structure, FLi at a distorted geometry. Source: the Open Molecules 2025 dataset; level of theory: ωB97M-V/def2-TZVPD.

Properties
* energy above the lowest of the compared OMol25 structures with the same formula, charge and spin: 0.283 eV
* molecular weight: 25.9 g mol⁻¹
* HOMO: -0.3653 Ha
* E: -107.4272 Eh
* Kohn-Sham gap: 9.06 eV

```
! wB97M-V def2-TZVPD RIJCOSX def2/J DEFGRID3
* xyz 0 1
F -11.721 11.326 21.687
Li -11.680 12.694 22.869
*
```



Among the records above, which one has the highest molecular weight?
FNO4S